Here is a 18-piece molecular cluster, C54H138N6O18 overall from the Open Molecules 2025 dataset. Energies are from ωB97M-V with the def2-TZVPD basis set.

Computed properties:
HOMO = -8.1 eV
Relative energy (zero: lowest compared OMol25 entry of this formula, charge and spin) = 118.97 kcal per mole
Gap between HOMO and LUMO = 7.920 eV
E_LUMO = -0.195 eV

Each atom is followed by the atoms it is bonded to, with distances in Å.
Atoms and positions in Å:
1 C -7.791 1.748 -0.999  C2 1.556, H12 1.090, H13 1.090, H14 1.090
2 C -6.702 2.285 -1.972  C1 1.556, C3 1.618, N7 1.506, C11 1.548
3 C -5.276 1.987 -1.271  C2 1.618, C4 1.513, H15 1.090, H16 1.090
4 C -4.111 2.021 -2.236  C3 1.513, C5 1.506, H17 1.090, H18 1.090
5 C -4.508 1.339 -3.519  C4 1.506, C6 1.574, H19 1.090, H20 1.090
6 C -5.784 1.758 -4.340  C5 1.574, N7 1.461, C9 1.556, C10 1.578
7 N -6.853 1.689 -3.346  C2 1.506, C6 1.461, O8 1.391
8 O -8.123 1.933 -3.858  N7 1.391, H30 0.960
9 C -5.467 3.113 -5.037  C6 1.556, H21 1.090, H22 1.090, H23 1.090
10 C -6.156 0.665 -5.416  C6 1.578, H24 1.090, H25 1.090, H26 1.090
11 C -6.972 3.805 -2.102  C2 1.548, H27 1.090, H28 1.090, H29 1.090
12 H -7.675 2.088 0.030  C1 1.090
13 H -7.664 0.669 -1.084  C1 1.090
14 H -8.736 2.160 -1.355  C1 1.090
15 H -5.129 2.799 -0.558  C3 1.090
16 H -5.505 1.108 -0.669  C3 1.090
17 H -3.308 1.609 -1.624  C4 1.090
18 H -3.938 3.092 -2.337  C4 1.090
19 H -4.791 0.347 -3.169  C5 1.090
20 H -3.620 1.289 -4.149  C5 1.090
21 H -5.043 3.933 -4.458  C9 1.090
22 H -4.930 2.925 -5.966  C9 1.090
23 H -6.415 3.438 -5.466  C9 1.090
24 H -5.294 0.660 -6.082  C10 1.090
25 H -6.203 -0.366 -5.065  C10 1.090
26 H -7.003 0.987 -6.022  C10 1.090
27 H -7.986 4.046 -2.420  C11 1.090
28 H -6.248 4.330 -2.724  C11 1.090
29 H -6.789 4.114 -1.073  C11 1.090
30 H -8.162 2.855 -4.122  O8 0.960
31 C 0.550 6.996 1.721  C32 1.542, H42 1.090, H43 1.090, H44 1.090
32 C -0.268 7.327 0.456  C31 1.542, C33 1.573, N37 1.492, C41 1.539
33 C 0.427 8.573 -0.206  C32 1.573, C34 1.595, H45 1.090, H46 1.090
34 C 1.604 8.393 -1.267  C33 1.595, C35 1.549, H47 1.090, H48 1.090
35 C 1.273 7.159 -2.143  C34 1.549, C36 1.501, H49 1.090, H50 1.090
36 C 0.861 5.915 -1.412  C35 1.501, N37 1.490, C39 1.553, C40 1.566
37 N -0.305 6.209 -0.532  C32 1.492, C36 1.490, O38 1.430
38 O -0.807 4.995 0.033  N37 1.430, H60 0.960
39 C 0.404 4.928 -2.520  C36 1.553, H51 1.090, H52 1.090, H53 1.090
40 C 2.097 5.299 -0.674  C36 1.566, H54 1.090, H55 1.090, H56 1.090
41 C -1.718 7.634 0.873  C32 1.539, H57 1.090, H58 1.090, H59 1.090
42 H 0.392 7.692 2.545  C31 1.090
43 H 1.612 7.125 1.513  C31 1.090
44 H 0.452 5.958 2.039  C31 1.090
45 H -0.337 9.258 -0.575  C33 1.090
46 H 0.830 9.163 0.617  C33 1.090
47 H 2.541 8.216 -0.739  C34 1.090
48 H 1.749 9.270 -1.898  C34 1.090
49 H 1.987 6.992 -2.950  C35 1.090
50 H 0.365 7.370 -2.709  C35 1.090
51 H 0.591 3.920 -2.150  C39 1.090
52 H -0.617 5.225 -2.758  C39 1.090
53 H 1.030 5.009 -3.408  C39 1.090
54 H 2.880 5.012 -1.377  C40 1.090
55 H 2.462 6.108 -0.042  C40 1.090
56 H 1.834 4.432 -0.069  C40 1.090
57 H -2.332 7.505 -0.018  C41 1.090
58 H -1.907 8.691 1.060  C41 1.090
59 H -2.064 7.048 1.724  C41 1.090
60 H -1.727 5.060 -0.235  O38 0.960
61 C 2.308 -1.278 -4.873  C62 1.540, H72 1.090, H73 1.090, H74 1.090
62 C 1.865 -1.266 -3.399  C61 1.540, C63 1.556, N67 1.530, C71 1.619
63 C 2.134 0.227 -3.056  C62 1.556, C64 1.569, H75 1.090, H76 1.090
64 C 1.342 0.657 -1.771  C63 1.569, C65 1.515, H77 1.090, H78 1.090
65 C -0.104 0.202 -1.768  C64 1.515, C66 1.615, H79 1.090, H80 1.090
66 C -0.362 -1.376 -1.990  C65 1.615, N67 1.513, C69 1.578, C70 1.557
67 N 0.409 -1.710 -3.248  C62 1.530, C66 1.513, O68 1.322
68 O 0.293 -2.967 -3.640  N67 1.322, H90 0.960
69 C 0.118 -2.273 -0.784  C66 1.578, H81 1.090, H82 1.090, H83 1.090
70 C -1.884 -1.579 -2.253  C66 1.557, H84 1.090, H85 1.090, H86 1.090
71 C 2.888 -2.190 -2.548  C62 1.619, H87 1.090, H88 1.090, H89 1.090
72 H 2.250 -2.282 -5.295  C61 1.090
73 H 3.260 -0.764 -5.011  C61 1.090
74 H 1.507 -0.712 -5.348  C61 1.090
75 H 3.212 0.296 -2.916  C63 1.090
76 H 1.738 0.777 -3.910  C63 1.090
77 H 1.464 1.682 -1.422  C64 1.090
78 H 1.818 0.009 -1.035  C64 1.090
79 H -0.555 0.761 -2.588  C65 1.090
80 H -0.574 0.568 -0.855  C65 1.090
81 H -0.069 -3.339 -0.910  C69 1.090
82 H 1.134 -2.182 -0.399  C69 1.090
83 H -0.351 -1.894 0.124  C69 1.090
84 H -2.131 -2.587 -2.584  C70 1.090
85 H -2.378 -1.589 -1.281  C70 1.090
86 H -2.293 -0.766 -2.853  C70 1.090
87 H 3.299 -1.642 -1.699  C71 1.090
88 H 3.711 -2.516 -3.184  C71 1.090
89 H 2.387 -3.080 -2.169  C71 1.090
90 H 0.991 -3.374 -3.122  O68 0.960
91 C 4.039 -0.569 5.982  C92 1.552, H102 1.090, H103 1.090, H104 1.090
92 C 2.670 0.157 5.899  C91 1.552, C93 1.555, N97 1.492, C101 1.581
93 C 2.685 1.567 6.557  C92 1.555, C94 1.508, H105 1.090, H106 1.090
94 C 3.322 2.687 5.773  C93 1.508, C95 1.576, H107 1.090, H108 1.090
95 C 2.671 2.735 4.339  C94 1.576, C96 1.582, H109 1.090, H110 1.090
96 C 2.860 1.349 3.599  C95 1.582, N97 1.456, C99 1.558, C100 1.550
97 N 2.326 0.299 4.455  C92 1.492, C96 1.456, O98 1.330
98 O 2.189 -0.860 3.817  N97 1.330, H120 0.960
99 C 2.048 1.474 2.276  C96 1.558, H111 1.090, H112 1.090, H113 1.090
100 C 4.320 1.120 3.131  C96 1.550, H114 1.090, H115 1.090, H116 1.090
101 C 1.633 -0.712 6.715  C92 1.581, H117 1.090, H118 1.090, H119 1.090
102 H 4.601 -0.990 6.816  C91 1.090
103 H 4.771 0.108 5.542  C91 1.090
104 H 3.991 -1.403 5.281  C91 1.090
105 H 1.643 1.815 6.760  C93 1.090
106 H 3.162 1.485 7.533  C93 1.090
107 H 4.407 2.581 5.743  C94 1.090
108 H 3.334 3.589 6.385  C94 1.090
109 H 2.826 3.553 3.636  C95 1.090
110 H 1.610 2.841 4.563  C95 1.090
111 H 2.097 2.512 1.948  C99 1.090
112 H 2.279 0.873 1.396  C99 1.090
113 H 0.996 1.444 2.560  C99 1.090
114 H 5.075 1.303 3.894  C100 1.090
115 H 4.496 0.097 2.798  C100 1.090
116 H 4.483 1.534 2.136  C100 1.090
117 H 0.646 -0.324 6.968  C101 1.090
118 H 2.170 -0.882 7.649  C101 1.090
119 H 1.562 -1.746 6.378  C101 1.090
120 H 1.368 -0.743 3.334  O98 0.960
121 C -5.027 -3.041 4.643  C122 1.575, H132 1.090, H133 1.090, H134 1.090
122 C -3.959 -1.884 4.627  C121 1.575, C123 1.644, N127 1.498, C131 1.557
123 C -2.741 -2.745 3.937  C122 1.644, C124 1.512, H135 1.090, H136 1.090
124 C -1.693 -1.788 3.414  C123 1.512, C125 1.544, H137 1.090, H138 1.090
125 C -2.272 -0.597 2.620  C124 1.544, C126 1.590, H139 1.090, H140 1.090
126 C -3.550 0.117 3.239  C125 1.590, N127 1.423, C129 1.533, C130 1.597
127 N -4.508 -0.809 3.740  C122 1.498, C126 1.423, O128 1.332
128 O -5.633 -0.215 4.136  N127 1.332, H150 0.960
129 C -2.931 1.158 4.178  C126 1.533, H141 1.090, H142 1.090, H143 1.090
130 C -4.197 0.961 2.047  C126 1.597, H144 1.090, H145 1.090, H146 1.090
131 C -3.633 -1.460 6.090  C122 1.557, H147 1.090, H148 1.090, H149 1.090
132 H -5.300 -3.435 3.664  C121 1.090
133 H -5.957 -2.656 5.063  C121 1.090
134 H -4.817 -4.024 5.065  C121 1.090
135 H -2.125 -3.333 4.618  C123 1.090
136 H -2.989 -3.399 3.102  C123 1.090
137 H -0.847 -2.270 2.924  C124 1.090
138 H -1.229 -1.374 4.309  C124 1.090
139 H -2.533 -0.958 1.626  C125 1.090
140 H -1.419 0.078 2.549  C125 1.090
141 H -2.269 0.809 4.971  C129 1.090
142 H -2.381 1.940 3.655  C129 1.090
143 H -3.706 1.651 4.764  C129 1.090
144 H -4.596 0.252 1.321  C130 1.090
145 H -5.083 1.519 2.347  C130 1.090
146 H -3.592 1.787 1.673  C130 1.090
147 H -4.343 -0.765 6.538  C131 1.090
148 H -2.608 -1.114 6.221  C131 1.090
149 H -3.707 -2.373 6.680  C131 1.090
150 H -6.213 -0.710 3.553  O128 0.960
151 C 5.581 -3.536 0.732  C152 1.580, H162 1.090, H163 1.090, H164 1.090
152 C 4.492 -4.154 1.696  C151 1.580, C153 1.575, N157 1.551, C161 1.517
153 C 4.505 -5.676 1.291  C152 1.575, C154 1.531, H165 1.090, H166 1.090
154 C 3.772 -6.542 2.319  C153 1.531, C155 1.519, H167 1.090, H168 1.090
155 C 4.385 -6.328 3.692  C154 1.519, C156 1.542, H169 1.090, H170 1.090
156 C 4.521 -4.893 4.240  C155 1.542, N157 1.451, C159 1.541, C160 1.541
157 N 4.998 -4.051 3.158  C152 1.551, C156 1.451, O158 1.392
158 O 5.361 -2.757 3.520  N157 1.392, H180 0.960
159 C 3.154 -4.573 4.875  C156 1.541, H171 1.090, H172 1.090, H173 1.090
160 C 5.624 -5.159 5.282  C156 1.541, H174 1.090, H175 1.090, H176 1.090
161 C 3.115 -3.567 1.450  C152 1.517, H177 1.090, H178 1.090, H179 1.090
162 H 5.056 -3.604 -0.221  C151 1.090
163 H 6.508 -4.100 0.835  C151 1.090
164 H 5.878 -2.574 1.150  C151 1.090
165 H 4.155 -5.908 0.285  C153 1.090
166 H 5.562 -5.943 1.309  C153 1.090
167 H 3.768 -7.601 2.060  C154 1.090
168 H 2.714 -6.286 2.266  C154 1.090
169 H 5.283 -6.941 3.613  C155 1.090
170 H 3.881 -6.960 4.423  C155 1.090
171 H 3.077 -4.901 5.912  C159 1.090
172 H 3.031 -3.510 5.083  C159 1.090
173 H 2.409 -4.697 4.089  C159 1.090
174 H 6.644 -5.304 4.926  C160 1.090
175 H 5.651 -4.182 5.763  C160 1.090
176 H 5.341 -5.968 5.957  C160 1.090
177 H 2.347 -3.669 2.216  C161 1.090
178 H 2.694 -4.033 0.559  C161 1.090
179 H 3.160 -2.479 1.425  C161 1.090
180 H 4.546 -2.251 3.477  O158 0.960
181 O 2.531 -4.642 -6.679  H182 0.957, H183 0.957
182 H 2.604 -5.462 -7.167  O181 0.957
183 H 1.595 -4.442 -6.685  O181 0.957
184 O 2.841 -5.284 -3.713  H185 0.957, H186 0.957
185 H 2.702 -5.483 -4.639  O184 0.957
186 H 3.723 -5.606 -3.528  O184 0.957
187 O -1.915 -4.783 -4.306  H188 0.957, H189 0.957
188 H -1.251 -4.342 -3.775  O187 0.957
189 H -1.752 -5.716 -4.168  O187 0.957
190 O -4.728 -3.396 -1.592  H191 0.957, H192 0.957
191 H -4.871 -2.503 -1.277  O190 0.957
192 H -4.338 -3.853 -0.847  O190 0.957
193 O 4.836 1.206 -5.012  H194 0.957, H195 0.957
194 H 5.349 0.869 -4.278  O193 0.957
195 H 4.622 0.430 -5.531  O193 0.957
196 O -3.491 -2.514 -5.490  H197 0.957, H198 0.957
197 H -3.814 -1.741 -5.027  O196 0.957
198 H -3.934 -3.250 -5.067  O196 0.957
199 O 6.150 0.709 -2.367  H200 0.957, H201 0.957
200 H 5.377 1.273 -2.369  O199 0.957
201 H 6.374 0.613 -1.441  O199 0.957
202 O 3.461 -2.415 -8.354  H203 0.957, H204 0.957
203 H 3.307 -3.292 -8.706  O202 0.957
204 H 2.843 -2.336 -7.628  O202 0.957
205 O 0.664 -2.122 -7.694  H206 0.957, H207 0.957
206 H 0.238 -2.670 -7.035  O205 0.957
207 H 0.464 -2.549 -8.527  O205 0.957
208 O -1.512 0.104 -5.343  H209 0.957, H210 0.957
209 H -1.046 0.665 -4.722  O208 0.957
210 H -1.081 -0.747 -5.267  O208 0.957
211 O -0.136 -5.539 1.346  H212 0.957, H213 0.957
212 H -0.058 -5.137 0.480  O211 0.957
213 H 0.539 -6.217 1.357  O211 0.957
214 O 0.736 1.376 -6.574  H215 0.957, H216 0.957
215 H 0.600 0.450 -6.774  O214 0.957
216 H 1.630 1.556 -6.865  O214 0.957